DFT (wB97M-V/def2-TZVPD) results for C5H6O2 as an isolated structure.

Cartesian coordinates (Å):
O 0.975 -0.089 0.971
C 0.736 1.051 0.146
C -0.323 0.261 -0.647
C 0.283 -0.458 -1.835
O 1.376 -0.212 -2.279
C -0.330 -0.556 0.622
C -0.976 -0.915 1.712
H -0.066 -0.527 2.301
H 0.308 1.883 0.727
H 1.649 1.320 -0.373
H -1.269 0.742 -0.906
H -0.351 -1.250 -2.280
H -2.011 -1.250 1.842

Atoms 1-3, force components in eV/Å:
0.24 0.04 -0.82
0.30 0.46 -0.52
-0.04 0.15 -0.28

## Properties
multiplicity: 1
ΔE to the lowest compared entry with this formula, charge and spin: 3.696 eV
LUMO level: 0.0265 Eh
gap between HOMO and LUMO: 0.368 hartree
DFT total energy: -344.466090 Ha